[1]
100
Properties=species:S:1:pos:R:3:forces:R:3:mulliken_charge:R:1 method="wB97M-V/def2-TZVPD" orbital_gap_ev=5.209 e_lumo_ev=2.970 de_lowest_kcal_mol=0.0 energy_ha=-13053.5147 charge=-2
H 1.95421 -4.89041 -1.28982 0.00 -0.01 0.00 0.348
C 2.86106 -4.36182 -1.01840 0.05 -0.03 0.01 -0.399
H 1.83810 5.13854 -1.17350 -0.01 0.00 0.02 0.263
H -3.42885 2.05076 -2.79500 0.02 -0.02 0.04 -0.106
H 3.03862 -2.16162 2.22831 -0.02 0.00 0.01 -0.042
H 3.12468 0.49405 -1.54182 -0.04 -0.01 -0.02 -0.529
C 0.77871 -3.20346 -3.24676 0.04 0.04 0.10 -0.292
H -2.32433 1.40423 -4.01867 -0.02 0.00 0.00 0.120
H 1.59122 5.65514 -2.86285 0.01 0.00 0.00 0.355
C 0.50173 -4.80074 -5.53084 -0.02 0.00 0.01 -0.421
H -1.17103 -3.88781 -2.71997 0.00 0.00 0.00 0.337
C 5.18236 -3.00889 -0.31549 0.00 -0.01 0.02 -0.602
N -4.65835 1.75539 2.81324 0.10 0.05 0.01 -0.378
H 4.06207 -1.21288 -0.53607 -0.03 -0.02 0.00 -0.111
C -0.52247 -4.73078 -4.59767 0.00 0.00 0.00 -0.435
C 1.80128 -3.28452 -4.19093 -0.01 -0.02 -0.04 -0.079
C 1.09007 0.93899 -4.79415 -0.01 -0.03 0.00 -0.710
C 0.12556 2.13185 6.43976 -0.02 0.00 -0.01 -0.601
C 1.66962 -4.07556 -5.32388 0.02 0.01 0.01 -0.690
N 0.49348 -1.61842 3.82762 -0.01 -0.04 -0.01 -0.317
C -0.62305 1.89511 5.28207 -0.02 0.00 -0.02 0.030
C -6.47147 2.23949 -1.82314 0.00 0.02 -0.01 -0.390
Se 5.17201 1.29559 0.25111 -0.04 0.02 0.01 -0.744
H -5.39858 4.01152 -2.41410 0.00 0.01 -0.01 0.431
Sb 1.07922 -1.93401 -1.46465 -0.02 -0.26 -0.15 1.059
Cs -2.58255 0.16334 -0.17159 0.01 0.33 0.51 1.137
S -2.24064 -3.18955 3.64177 0.01 0.01 -0.03 -0.453
H -0.04303 -0.77193 -4.16897 0.00 0.00 -0.01 0.482
N 1.01170 -4.63945 2.04951 0.01 0.01 0.02 -0.659
C -0.52462 2.52500 7.58834 0.00 0.00 0.00 -0.383
C -4.55992 2.63281 1.90357 -0.04 0.00 -0.03 -0.527
C -6.65857 1.34561 -0.77685 0.03 0.01 0.00 -0.183
C -1.91342 2.68588 7.60213 0.00 0.00 0.02 -0.682
C 1.49696 -0.27262 -2.75145 -0.05 0.05 0.03 0.908
C 0.76867 -0.09493 -3.92386 0.00 0.01 0.01 -0.512
H 2.42728 2.56548 -5.20663 0.00 0.01 0.00 0.360
C 4.00544 -5.07512 -0.68147 -0.05 0.02 -0.01 -0.609
H -2.41312 2.99032 8.51322 -0.01 0.00 0.00 0.365
C -0.52201 3.83175 -3.28760 0.03 0.00 0.05 -1.018
S -0.86710 -2.52617 -0.35834 0.24 -0.34 -0.33 -0.834
C -5.60062 3.29953 -1.62422 0.01 -0.04 0.03 -0.442
C 2.89413 -3.15734 2.64836 -0.02 0.03 0.00 -0.848
H 3.75701 2.20753 -3.12069 0.01 0.03 -0.01 0.558
C -1.46217 2.91946 -2.78092 -0.01 0.06 0.10 0.682
H -7.32100 0.49439 -0.90055 -0.01 -0.01 0.00 0.396
H 3.46801 -3.88104 2.07281 0.01 0.00 -0.01 0.167
C 2.55177 0.58200 -2.46024 0.01 -0.01 -0.04 0.038
N -0.01289 1.49017 4.11817 -0.05 0.03 0.00 0.987
C 1.65552 4.79828 -2.19160 -0.01 -0.01 0.00 -0.986
H 2.51729 4.19446 -2.47731 0.01 -0.01 -0.02 0.052
N -4.00294 2.03097 3.98872 -0.08 -0.01 -0.04 -0.573
H 6.06131 -4.95388 -0.07825 0.01 0.00 0.00 0.341
H -3.71993 2.57010 6.43820 0.00 0.00 0.00 0.466
C -2.64449 2.45468 6.45527 0.00 -0.01 -0.02 -0.296
H 0.04904 2.70993 8.48831 0.00 0.00 0.00 0.385
C -2.73144 1.82374 4.01279 0.00 0.02 0.07 0.153
Sb 3.11155 1.37045 1.55001 0.09 0.00 0.08 0.684
H 0.50334 1.09008 -5.69340 -0.01 0.00 0.01 0.370
C -5.23629 2.48075 0.60318 -0.10 0.05 -0.12 0.651
H 2.71769 -2.71951 -4.04335 0.00 -0.01 0.00 0.300
H -0.94544 -5.29150 1.93030 0.02 0.02 0.01 0.205
Se 3.32080 0.56948 3.89362 0.00 0.12 -0.08 -0.823
C -0.71434 -3.55799 3.05430 0.01 0.03 -0.06 -0.178
H -3.94332 3.52589 2.03008 -0.01 -0.01 0.04 0.259
N -0.31693 -4.63649 2.35718 -0.05 0.00 -0.01 0.201
H -6.98459 2.09568 -2.76461 0.00 0.00 0.00 0.358
C 2.90672 1.58033 -3.35915 -0.04 -0.03 0.05 -0.862
N 0.44865 -2.87337 3.22597 -0.09 0.01 -0.08 0.351
H -1.43505 -5.29696 -4.74985 0.01 0.00 -0.01 0.380
H -0.16766 0.91531 2.16214 -0.01 0.00 0.04 0.087
C 4.03146 -2.29509 -0.62092 0.01 -0.03 0.00 -0.374
H 3.25194 -3.13476 3.68053 0.01 0.01 -0.02 0.465
H 0.46571 3.10087 -0.35660 -0.01 0.02 0.01 -0.263
C 2.87470 -2.97297 -0.98560 0.01 0.04 0.02 0.950
H 0.20760 -1.71818 4.79630 0.12 0.00 0.04 0.223
H 2.47699 -4.12728 -6.04584 0.00 0.00 0.00 0.373
H 3.98362 -6.15831 -0.67957 0.00 -0.01 0.00 0.333
H 1.43261 -1.21597 3.74473 -0.06 0.00 0.00 -0.123
Se 1.41919 -0.35508 0.73779 -0.14 0.17 0.02 0.768
Se 1.89444 3.51288 1.51590 0.04 -0.10 0.03 -0.820
C -2.00889 2.05991 5.27771 0.02 0.00 0.00 0.628
N -0.01723 3.22152 -1.25922 0.06 0.00 0.13 0.345
H -3.04555 2.99989 -4.22632 0.02 0.00 0.00 0.357
N -2.02487 1.39724 2.90336 0.04 -0.07 -0.04 0.068
C 1.46826 -3.55722 2.60649 0.05 -0.07 0.06 0.804
H 1.20032 2.00173 6.40271 0.00 0.01 0.00 0.484
H 0.39459 -5.41888 -6.41500 0.00 0.00 0.00 0.336
C 0.40340 3.99300 -2.27052 -0.05 0.02 -0.03 0.508
C -0.73821 1.25320 3.01963 0.00 0.06 -0.02 -1.150
N -1.15521 2.56716 -1.53501 -0.06 -0.08 -0.28 -0.045
C -2.62929 2.31135 -3.48857 0.00 -0.02 -0.06 -0.835
C -4.97158 3.41954 -0.39847 0.02 -0.03 0.04 -0.273
C -0.38036 -3.93858 -3.46104 0.01 -0.01 -0.03 -0.522
H 6.07428 -2.46356 -0.03218 0.01 0.00 0.00 0.431
H 1.00646 1.34914 4.07848 0.03 -0.01 -0.01 -0.403
N -6.06550 1.44817 0.40572 0.01 0.04 -0.01 -0.385
C 2.16919 1.76827 -4.51893 0.01 -0.01 0.00 -0.522
H -0.50096 4.29016 -4.26284 0.00 0.00 -0.01 0.358
H -4.26034 4.21421 -0.21434 -0.01 0.01 0.02 0.260
C 5.16850 -4.39771 -0.33985 0.01 0.02 0.00 -0.525


[2]
138
Properties=species:S:1:pos:R:3:forces:R:3:mulliken_charge:R:1 method="wB97M-V/def2-TZVPD" orbital_gap_ev=6.300 smiles="CC(C)Cc1c(CCCNCc2ccccc2O)c(OC[C@@H](C)O)c2c(c1C[C@@H](C)Br)C(=O)N(CC(=O)Cl)C2=O.O=C1C=CC(=O)C=C1.O=C1C=CC(=O)C=C1.O=C1C=CC(=O)C=C1.O=C1C=CC(=O)C=C1.O=C1C=CC(=O)C=C1" e_lumo_ev=-2.126 de_lowest_kcal_mol=17.0 energy_ha=-6668.4900 charge=0
H -5.85639 -3.69254 5.11104 -0.16 -0.25 -0.24 0.367
C -6.73076 2.12372 1.57348 -0.37 -0.27 -0.21 0.182
H -0.94723 0.36809 -1.39454 -0.15 -0.35 0.09 0.371
H -2.60040 2.30127 1.14099 -0.24 -0.25 0.20 0.319
C -0.84708 -2.29292 -0.76135 0.63 0.40 0.07 0.960
C -2.19074 1.40374 1.61498 0.58 -0.32 -0.05 -1.289
O -1.73143 -4.30385 -3.73161 -0.52 -1.07 0.75 -0.421
O 5.82747 0.27180 3.55811 -0.01 -0.03 0.01 -0.473
O -7.82169 -6.05780 -3.37765 0.00 0.00 0.01 -0.549
C 7.24757 -2.95942 3.20748 -0.09 0.02 0.06 -0.422
H 7.95239 0.77376 2.14812 -0.07 -0.09 0.11 0.482
H 5.94757 2.75264 -0.87548 0.00 -0.01 0.03 0.512
H 1.14820 -1.43134 -0.47644 -0.34 0.17 -0.20 0.041
C 9.74581 8.24668 -5.03377 0.00 0.01 0.11 -0.460
C -5.82289 2.79283 2.37060 -0.11 -0.26 0.46 -0.538
C -6.40363 -7.96293 -0.74273 0.04 0.05 -0.05 -0.330
O 10.08178 8.94253 -1.57074 -0.01 0.02 -0.01 -0.552
O -7.51363 -9.56113 0.58198 -0.02 0.01 -0.02 -0.548
H -8.74700 1.79515 -0.29005 0.08 -0.28 -0.35 0.480
C -4.43976 -4.09948 2.02816 -0.60 -0.01 0.25 -0.836
H -5.78677 2.61099 3.44256 -0.05 -0.06 -0.20 0.449
C 9.71852 8.04747 -3.71763 -0.09 -0.08 -0.07 -0.151
H -5.10987 -2.00117 -1.41187 -0.08 0.14 0.13 0.358
H -5.85051 -5.24496 4.16002 0.27 0.04 0.39 0.393
C -4.31118 -0.91201 0.29477 -0.29 -0.38 -0.65 -0.970
H 0.08283 0.49477 2.47317 0.07 -0.19 -0.22 0.549
C 8.69568 3.88125 0.97235 0.04 0.04 0.00 -0.362
C -1.12949 -3.62371 -0.60372 -0.17 -1.05 0.59 -0.094
H -4.31477 -4.33614 4.57455 -0.25 -0.41 0.05 0.319
O -7.61381 1.18246 2.07999 -0.01 0.46 0.33 -0.523
C -5.45078 -3.45967 2.98217 0.61 -0.51 1.03 0.055
Br 1.36644 -2.13640 -4.06735 -0.30 -0.03 0.16 -0.147
H 10.81119 11.19274 -2.63755 -0.01 -0.03 0.03 0.411
C -8.85320 -8.53739 -1.05974 -0.06 0.05 -0.07 -0.390
C 3.92874 2.45951 1.71126 -0.08 0.03 0.03 -0.181
O 4.37081 5.00470 4.14084 -0.02 0.03 -0.03 -0.562
C 1.45143 0.14765 -2.36289 -0.28 -0.57 -0.48 -1.106
C -4.96019 3.68855 1.77899 0.90 0.79 0.20 -0.352
H 0.91172 0.92023 -1.80412 0.07 -0.18 -0.09 0.241
C -1.64111 0.12071 -0.59193 0.08 0.50 0.74 -1.688
C 6.60827 -0.59089 3.21470 -0.02 0.05 0.00 0.310
C 8.75546 4.71295 -1.33382 0.01 0.04 0.00 0.325
H 1.07249 -2.85780 -1.45671 -0.11 0.23 0.28 0.815
O 9.31881 5.36599 -2.18607 -0.04 -0.21 0.07 -0.566
C 10.53013 10.42238 -3.34458 0.03 0.07 -0.05 -0.379
H -5.48524 -8.13858 -0.19545 -0.01 0.00 0.03 0.492
O 10.19439 9.72817 -6.80703 0.00 0.02 0.02 -0.545
C -5.38037 -4.26800 4.31111 -0.04 0.49 -0.82 -1.383
H -4.09563 0.14256 0.11610 0.13 -0.26 0.15 0.341
C -7.74804 1.64555 -0.72894 -0.10 -0.10 1.25 -1.383
H -4.20639 4.22560 2.35292 -0.25 -0.22 0.19 0.374
C 7.81190 -0.26690 2.40860 0.18 -0.06 -0.04 -0.191
C -4.98851 3.94077 0.42612 0.01 0.14 -0.72 -0.516
H -9.70287 -9.12813 -0.74156 0.03 -0.02 0.03 0.411
H -8.35688 1.67816 2.44574 0.00 -0.23 0.13 0.344
C 9.31100 4.59891 0.03620 0.05 -0.02 0.09 -0.472
C 8.45103 -2.63703 2.40195 0.07 -0.06 -0.05 0.327
O -2.93282 -6.38571 0.60638 0.21 0.18 -0.84 -0.572
H 2.10247 5.67858 3.07353 0.03 0.00 0.03 0.428
C -6.77797 2.37409 0.21130 -0.48 -0.15 -1.83 0.733
H 9.46492 7.47671 -5.74116 0.01 0.03 -0.03 0.426
H -0.52456 -1.02396 1.83084 0.01 0.15 -0.22 0.232
H 4.38250 1.56845 1.29835 0.00 -0.01 0.02 0.599
H 1.78974 0.55157 -3.32181 0.04 0.09 0.30 0.460
H -4.57945 -1.02002 1.35236 -0.13 0.02 -0.26 0.030
H -4.57329 -5.18820 2.08541 0.16 0.24 -0.27 0.318
H -4.29054 4.63212 -0.04303 -0.08 -0.06 0.26 0.412
C 0.57994 -1.11754 -2.60020 0.27 0.97 1.74 -0.115
C 7.42961 3.16799 0.68390 -0.02 0.03 0.01 0.435
H -5.92159 3.46910 -1.44401 -0.17 -0.11 0.17 0.336
C -7.75060 -6.85976 -2.47041 0.01 0.04 -0.04 0.304
H -0.45651 -0.86054 -2.82754 0.33 -0.15 -0.69 0.555
H -3.42865 -3.84691 2.38296 -0.16 -0.20 -0.01 0.478
H -0.49184 1.67357 0.34776 -0.13 -0.20 0.11 0.209
C -5.49508 -1.30298 -0.65534 0.37 0.39 -0.05 -0.547
O 6.86448 2.51302 1.53847 0.49 0.06 -0.40 -0.434
C 1.98967 4.09109 1.67693 -0.05 0.06 0.02 -0.399
O 0.90234 -5.04156 -0.88580 -1.13 -0.13 -0.35 -0.584
C -6.48149 -7.08134 -1.73732 0.08 -0.05 0.12 0.597
H 2.29681 -0.16737 -1.74214 0.09 0.28 -0.33 0.292
H 1.04232 4.37603 1.23592 0.00 -0.03 -0.03 0.484
H 10.23587 5.12842 0.22594 -0.01 0.03 -0.05 0.445
C -2.37785 -4.07692 -0.11926 0.92 -0.80 0.06 0.765
C 7.48766 3.99922 -1.62187 -0.07 -0.03 0.00 -0.432
H -2.97856 0.67727 1.84163 0.06 0.24 -0.12 -0.028
H 5.51125 -2.22757 4.17311 -0.01 0.04 0.00 0.437
C -2.34114 -5.16347 -3.16804 0.61 1.40 -0.79 0.694
H 5.44019 2.86662 3.13176 -0.06 -0.05 0.10 0.622
C -2.32641 -5.59989 -0.07026 -0.58 1.68 -0.13 -0.339
H 10.86093 11.56160 -5.09824 -0.01 -0.02 -0.04 0.405
C -7.58276 -8.75944 -0.32518 0.04 -0.05 0.07 0.212
H -9.84849 -7.47961 -2.60056 0.02 0.03 -0.03 0.418
C -6.15267 -0.10485 -1.38207 -0.97 -1.54 -0.56 -0.704
C -1.87826 -1.37252 -0.45011 -0.02 0.29 -0.34 1.046
H 0.85872 -0.18311 1.05278 -0.26 -0.05 0.00 0.125
H -4.16869 -2.11394 3.50201 -0.08 0.14 0.09 0.342
C -3.37532 -3.19273 0.18522 0.15 -0.30 -0.07 0.658
H -6.27801 -1.83631 -0.10783 0.16 0.13 -0.09 0.314
H -5.63087 -6.48921 -2.05622 -0.22 -0.15 0.12 -0.184
H 9.41464 7.10440 -3.27811 0.08 0.17 -0.06 0.580
H -8.18358 -0.35207 -1.03906 0.10 0.05 -0.13 0.257
C 2.63439 2.87322 1.12723 0.04 -0.06 0.03 0.027
H -6.45681 -3.51416 2.55188 0.18 0.43 0.07 0.402
C 8.66516 -1.21679 2.03182 -0.08 0.07 0.03 -0.376
C 6.87327 3.28177 -0.68528 -0.04 0.00 -0.06 -0.377
C 3.85587 4.37088 3.24461 0.01 -0.04 0.02 0.042
H 9.54818 -1.00148 1.44328 0.02 -0.05 0.01 0.428
C -3.12521 -1.82795 -0.00866 -0.69 0.81 0.45 -0.060
O -5.11665 -2.10973 3.32002 -0.19 -0.06 -0.70 -0.547
C 0.54691 -1.91762 -1.25011 -0.04 -0.79 -0.97 -1.421
N -7.42036 0.22609 -0.71869 0.35 0.90 0.13 -0.165
C -0.29083 -4.87962 -0.86504 -0.18 1.61 -0.23 -0.143
O -4.57731 -3.65518 0.65786 0.38 0.28 0.68 -0.383
C -0.11440 -0.04891 1.53560 -0.02 0.41 0.39 -1.496
H -2.38126 -7.14638 -2.32633 0.26 0.12 0.29 0.418
H -6.40674 -0.46584 -2.39905 0.33 0.27 0.11 0.394
O 2.11619 2.23960 0.22853 -0.04 0.02 -0.04 -0.426
H -0.77409 -6.58436 -2.88292 -0.28 0.07 -0.02 0.432
C 10.16745 9.54659 -5.60834 0.00 -0.04 -0.10 0.357
C 2.55583 4.78700 2.65875 -0.08 0.03 -0.04 -0.426
H -7.74499 2.11254 -1.72882 0.12 -0.01 0.20 0.357
C 10.55685 10.61953 -4.65989 0.02 0.05 0.09 -0.369
C -8.93098 -7.65629 -2.05351 -0.07 -0.06 0.05 -0.434
H -1.73435 1.67340 2.57841 -0.19 0.18 -0.24 0.501
C 10.10798 9.12084 -2.77051 0.00 -0.03 0.04 0.347
H 7.10783 -4.00103 3.46713 0.04 -0.01 -0.02 0.407
O 9.22917 -3.50109 2.06049 -0.01 0.01 0.01 -0.548
C 4.49845 3.15315 2.69270 -0.25 0.10 0.15 -0.214
H 9.08526 3.78554 1.97816 -0.04 -0.01 0.01 0.449
C -1.08404 0.81794 0.70994 0.16 -0.15 -0.06 1.102
H 7.09736 4.09516 -2.62710 0.03 0.02 -0.01 0.445
C -1.68468 -6.30022 -2.34062 -0.19 -0.43 -0.60 -0.877
Cl -4.15547 -5.10655 -3.28993 0.79 -0.20 0.18 -0.167
C -5.91426 3.28311 -0.37175 0.55 0.24 0.39 -0.484
H -2.57515 0.64394 -0.83124 0.24 -0.23 -0.15 0.547
N -1.29360 -5.88922 -1.01838 0.44 -1.93 0.61 0.201
H -5.49275 0.75653 -1.52302 -0.16 -0.04 0.40 0.300
C 6.39398 -2.01122 3.58476 0.02 -0.09 0.00 -0.400


[3]
9
Properties=species:S:1:pos:R:3:forces:R:3:nbo_charge:R:1 method="wB97M-V/def2-TZVPD" orbital_gap_ev=8.311 e_lumo_ev=3.894 de_lowest_kcal_mol=47.4 energy_ha=-1021.8127 charge=-1
P 1.11354 0.13193 0.75731 -0.49 -2.72 -0.30 0.597
S -0.47842 -0.20248 2.24350 0.20 0.16 1.25 2.150
N -0.13287 0.71012 -0.15449 0.10 0.49 -1.14 -1.196
H 1.13639 -2.02895 0.16753 0.15 2.39 0.67 -0.312
H -0.01614 0.95773 -1.12501 0.01 -0.03 0.12 0.378
O -1.57584 -0.77610 1.45839 -0.06 -0.12 0.20 -1.019
H -1.03717 0.31899 0.13358 0.01 0.13 -0.59 0.431
O -0.72637 1.18962 2.62278 0.05 -0.18 0.05 -1.026
O 0.00948 -1.03396 3.32877 0.03 -0.12 -0.26 -1.002